Entry 1:
12
Properties=species:S:1:pos:R:3:forces:R:3 method="wB97M-V/def2-TZVPD" charge=0 homo_lumo_gap_ev=11.3 multiplicity=1 lumo_ev=0.47 molar_mass_da=148.0 fmax_ev_per_a=3.53 e_tot_ha=-2784.75049
C 0.73558 1.39393 -0.51738 0.4 -0.4 -0.3
C 0.25026 0.10160 0.19714 0.5 3.5 0.0
C -1.18626 0.36176 0.74943 1.2 -2.4 -1.3
C 0.45068 -1.06276 -0.73902 -0.8 0.2 0.6
N 1.11667 2.28554 -1.16213 -0.7 -1.4 1.2
Br 1.51998 -0.20741 1.71236 -0.4 0.3 -0.1
H -1.31363 1.33751 1.23362 0.0 -0.5 -0.2
H -1.20827 -0.52958 1.44557 -1.1 1.2 -0.5
H -1.78724 0.17422 -0.20690 0.1 0.5 1.7
H -0.17880 -1.87141 -0.31605 0.9 -0.1 -0.4
H 1.53454 -1.17823 -0.66103 -0.4 -0.9 -0.9
H 0.06649 -0.80516 -1.73561 0.4 -0.2 0.2

Entry 2:
76
Properties=species:S:1:pos:R:3:forces:R:3 method="wB97M-V/def2-TZVPD" charge=+1 homo_lumo_gap_ev=6.2 multiplicity=1 lumo_ev=-5.27 molar_mass_da=775.4 fmax_ev_per_a=4.77 e_tot_ha=-3439.14557
C -2.13916 -4.11230 2.08970 -0.8 -2.8 -0.4
C -1.05979 -4.90482 1.18644 -1.1 0.2 0.0
C 0.09094 -5.64499 1.98831 0.1 0.8 0.7
N -1.27751 -4.89902 -0.11096 1.1 2.9 1.9
C -0.24791 -4.23912 -0.94098 2.0 -2.5 -0.6
C 0.65484 -3.14357 -0.23154 0.3 1.1 -0.8
C -0.09327 -1.85321 0.32051 0.4 0.4 0.8
C 0.59027 -0.46805 -0.12697 0.5 -2.3 0.6
F 1.99518 -0.60933 0.08574 -2.5 0.6 -0.6
F 0.43380 -0.18280 -1.49309 0.1 -0.1 2.2
C 0.04630 0.65641 0.86530 0.8 0.6 1.9
F -1.17071 0.32103 1.50206 2.2 0.6 -1.8
F 0.99429 0.72479 1.92547 -1.8 -0.1 -2.0
C -0.02627 2.13173 0.26999 0.7 0.7 2.0
F 1.24689 2.43932 -0.22229 -2.4 -0.7 0.1
F -0.20623 2.98146 1.39392 0.3 -1.6 -2.3
C -1.22884 2.40559 -0.74478 -2.4 1.0 1.1
F -1.97462 1.24109 -1.05636 2.2 2.1 0.3
F -2.15698 3.20747 -0.02494 1.9 -1.5 -1.4
C -0.85837 3.27659 -2.03117 -1.6 1.7 -0.5
F -0.13440 4.43813 -1.68831 -1.0 -3.0 -0.5
F -2.09504 3.76930 -2.52014 2.4 -1.4 0.8
C -0.19596 2.49563 -3.24293 1.2 0.3 -3.3
F -0.88612 1.37252 -3.67478 1.1 2.1 1.5
F 1.13250 2.13245 -3.06511 -2.6 0.7 0.3
F -0.20338 3.39283 -4.33569 0.0 -1.8 2.4
C 0.77822 -5.42270 -1.37274 -0.9 0.1 1.2
N 1.82576 -4.94992 -2.33888 -3.1 0.9 -3.6
C 1.28211 -4.19501 -3.42741 0.6 -0.3 2.5
N 1.82854 -4.37723 -4.66578 0.7 0.4 -0.1
N 0.20084 -3.23421 -3.26324 0.5 -2.5 0.9
C -0.87414 -3.78245 -2.34962 -0.1 -2.5 0.9
P -2.36568 -2.63527 -2.28119 -1.0 2.2 -0.6
C -3.49364 -3.25657 -3.69326 0.0 -1.4 0.8
O -3.32680 -2.81461 -0.88819 0.9 0.0 -0.9
H -3.08299 -3.98338 1.45503 1.6 0.2 0.8
H -2.44907 -4.83655 2.92776 0.5 1.4 -0.8
H -1.73129 -3.13933 2.49958 -0.3 -1.3 -0.5
H -0.06222 -6.77208 1.97044 0.0 1.4 -0.2
H 1.14833 -5.42535 1.64392 -1.3 -0.3 0.2
H 0.04156 -5.31593 3.08531 0.0 -0.5 -1.6
H 1.40741 -2.77478 -1.02059 -1.0 -0.6 1.2
H 1.31006 -3.54946 0.61380 -1.1 0.3 -1.3
H -1.20862 -1.80830 0.13916 1.4 -0.1 0.0
H 0.03288 -1.86784 1.46264 -0.2 0.2 -1.6
H 0.11366 -6.23298 -1.84586 1.2 1.1 0.5
H 1.30059 -5.89633 -0.48815 -0.6 0.8 -1.0
H 2.36844 -5.75746 -2.67322 0.0 0.7 -0.1
H 2.78148 -4.04846 -4.88447 -0.7 -0.8 0.2
H 1.27636 -4.85942 -5.38772 0.2 1.1 0.4
H 0.54251 -2.32472 -2.91333 0.0 -0.2 -0.7
H -1.21132 -4.76176 -2.85595 0.5 1.3 0.8
H -2.99427 -3.12270 -4.70099 -0.5 -0.1 1.3
H -4.50141 -2.74143 -3.68059 1.4 -0.4 0.1
H -3.68927 -4.37238 -3.49686 0.2 1.5 -0.5
H -3.36967 -1.94554 -0.43015 0.1 -0.8 -0.6
C 2.74882 4.04940 1.92891 -0.4 -0.9 0.2
C 3.10755 5.09404 0.91958 -0.3 0.6 -0.1
O 3.92486 5.98172 1.65297 0.1 -0.7 -0.1
C 4.52442 5.21927 2.61264 1.2 0.4 1.1
O 5.47513 5.56114 3.24281 -0.7 -0.2 -0.5
O 3.90433 4.01339 2.75488 0.1 0.5 -0.3
F 2.00521 5.76658 0.49985 -0.1 0.0 -0.2
H 1.88006 4.32785 2.53228 0.0 0.2 -0.1
H 2.56273 3.07797 1.47447 0.3 0.0 0.2
H 3.66010 4.71434 0.05517 -0.1 0.1 -0.1
C -0.82142 5.88083 3.19236 0.3 -0.6 -0.8
C -1.59558 7.09500 3.60057 -0.7 0.1 0.2
O -1.28591 7.22614 4.97343 0.5 -0.1 -0.5
C -0.03828 6.69686 5.11995 0.9 0.1 1.4
O 0.65593 6.86965 6.07194 -0.5 -0.2 -0.7
O 0.32006 5.94923 4.03642 -0.2 0.3 0.2
F -2.92888 6.88777 3.47582 -0.1 0.1 -0.1
H -1.36223 4.95059 3.38815 -0.2 0.2 0.1
H -0.53328 5.90447 2.14026 0.2 0.0 0.1
H -1.31243 8.00881 3.07069 -0.2 0.0 0.0

Entry 3:
57
Properties=species:S:1:pos:R:3:forces:R:3 method="wB97M-V/def2-TZVPD" charge=0 homo_lumo_gap_ev=8.8 multiplicity=1 lumo_ev=0.78 molar_mass_da=374.5 fmax_ev_per_a=0.76 e_tot_ha=-1224.88312
C -4.47186 -1.70571 -0.12469 0.1 0.0 0.0
N -3.09012 -2.00005 -0.43103 0.1 0.0 0.0
C -2.43405 -0.86545 -1.05520 0.2 0.0 -0.2
C -1.00055 -1.21662 -1.42608 -0.2 0.2 -0.1
N -0.24425 -1.65261 -0.25978 0.0 -0.1 -0.2
C -0.92735 -2.77643 0.35934 -0.1 0.1 0.3
C -2.34347 -2.37496 0.75366 0.2 -0.2 -0.1
H -2.84122 -3.22455 1.22807 0.0 0.0 0.0
H -2.29625 -1.54436 1.48113 0.0 0.0 0.0
H -0.37926 -3.07585 1.25468 0.0 -0.1 0.0
H -0.98010 -3.63754 -0.33022 0.0 0.0 0.0
C 1.11669 -1.97428 -0.65610 0.1 0.0 0.2
C 2.04937 -2.22063 0.52899 0.0 0.0 -0.3
C 3.52192 -2.20562 0.10232 -0.2 0.0 0.4
N 3.88286 -0.96740 -0.55806 0.0 -0.2 -0.3
C 3.93049 0.19938 0.11554 0.3 0.1 -0.7
O 3.84271 0.26471 1.32763 0.0 0.0 0.4
C 4.10156 1.43514 -0.75273 -0.2 0.1 0.2
H 5.09840 1.84634 -0.58249 0.0 -0.1 0.0
H 3.99160 1.19078 -1.80927 0.0 0.0 0.0
C 3.04736 2.47135 -0.35235 0.1 -0.2 -0.1
C 1.64326 1.99079 -0.70066 0.2 0.0 0.2
O 1.37302 1.65589 -1.83816 0.1 0.0 -0.2
N 0.71335 2.03797 0.30134 -0.1 0.0 0.1
C -0.66778 2.20516 0.05936 -0.3 0.0 0.0
C -1.13891 2.78553 -1.11577 -0.1 0.0 -0.1
C -2.47928 3.07199 -1.28352 0.0 0.0 -0.1
C -3.38212 2.81065 -0.26603 0.0 -0.1 0.1
C -2.93736 2.22949 0.90368 0.1 0.0 0.0
C -1.59422 1.90662 1.07019 -0.1 0.0 -0.1
O -1.24950 1.30035 2.24267 -0.4 0.2 -0.1
C 0.05415 0.76500 2.22666 0.6 -0.1 0.0
C 1.04438 1.80008 1.69481 -0.1 -0.1 0.5
H 2.05277 1.40041 1.79297 -0.1 0.1 0.0
H 0.94838 2.72619 2.27521 0.0 -0.1 0.0
H 0.28672 0.48840 3.25619 0.0 0.0 -0.1
H 0.07546 -0.12413 1.57916 0.0 0.1 0.1
H -3.61305 1.99982 1.71293 -0.1 0.0 0.1
H -4.42766 3.04930 -0.38537 -0.1 0.0 0.0
H -2.81525 3.51598 -2.20773 0.0 0.0 -0.1
H -0.44346 3.01291 -1.90615 0.0 0.0 0.0
H 3.19889 3.37707 -0.94637 -0.1 0.0 0.1
H 3.15680 2.72777 0.69801 0.0 0.0 0.0
H 3.83645 -0.94649 -1.56359 0.0 0.2 0.1
H 3.73620 -3.02868 -0.58120 0.1 0.0 0.0
H 4.14812 -2.30444 0.99294 0.0 -0.1 -0.1
H 1.90052 -1.43756 1.27236 0.0 0.0 0.1
H 1.83962 -3.18312 0.99576 0.0 0.0 0.1
H 1.14114 -2.85056 -1.33201 0.0 0.0 0.0
H 1.47837 -1.10770 -1.21678 0.0 -0.1 0.0
H -0.51263 -0.33183 -1.84311 0.0 0.0 0.0
H -1.01634 -2.00816 -2.19599 0.0 0.0 0.0
H -2.98058 -0.59908 -1.96312 0.0 0.0 0.0
H -2.43382 0.00816 -0.38487 0.0 0.0 -0.1
H -4.93449 -2.58710 0.31778 -0.1 0.0 0.0
H -4.99514 -1.46200 -1.04820 -0.1 0.0 0.0
H -4.58043 -0.86031 0.57323 0.0 0.0 0.0